19
Properties=species:S:1:pos:R:3 method="wB97M-V/def2-TZVPD" charge=+1 s_squared=0.76 orbital_gap_ev="10.0 / 5.1" spin_multiplicity=2 e_lumo_ev="-3.0 / -7.9" homo_ev="-13.00 / -12.98" relative_energy_ev=1.243
S -0.928 0.600 2.495
N 0.739 -1.397 -0.535
N -1.977 1.126 0.033
C -0.233 -0.545 0.143
C 0.395 0.042 1.388
C 1.793 -0.699 -1.290
C -0.837 0.571 -0.694
H -0.097 1.369 -0.804
H -2.695 0.415 0.137
H 2.469 -1.445 -1.699
H 1.402 -0.106 -2.122
H -2.404 1.879 -0.497
H -0.109 1.103 3.433
H 0.993 0.925 1.147
H -1.070 0.177 -1.688
H 2.368 -0.054 -0.626
H -1.031 -1.233 0.444
H 0.257 -2.003 -1.182
H 0.966 -0.727 1.918


19
Properties=species:S:1:pos:R:3 method="wB97M-V/def2-TZVPD" orbital_gap_ev=8.1 e_lumo_ev=0.2 homo_ev=-7.87 smiles="C=C[Si](=C)NC.N" relative_energy_ev=3.572
Si -0.676 -0.382 -0.632
N 0.074 -1.931 -0.316
N 1.662 1.546 1.593
C -0.194 0.992 -1.728
C -1.912 -0.127 0.737
C -2.592 0.937 0.872
C 1.548 -1.888 -0.517
H -0.264 -2.551 -1.004
H -3.325 1.146 1.643
H -2.130 -0.962 1.314
H 2.013 -1.017 -0.055
H 1.988 -2.714 0.176
H -2.500 1.812 0.127
H -0.913 1.787 -1.742
H 0.515 0.808 -2.518
H 0.714 1.492 1.275
H 2.091 0.652 1.107
H 1.867 -2.069 -1.603
H 2.034 2.468 1.270


19
Properties=species:S:1:pos:R:3 method="wB97M-V/def2-TZVPD" charge=+1 orbital_gap_ev=10.4 e_lumo_ev=-3.0 homo_ev=-13.38 relative_energy_ev=2.485
N -0.740 0.487 -2.051
N -0.498 1.581 0.283
N 1.065 0.589 1.721
C -0.137 0.719 1.244
C 1.590 -0.661 2.289
C -0.283 -1.865 -1.585
C -1.124 -0.896 -1.913
H -2.199 -1.030 -1.922
H -0.918 0.021 1.568
H 0.239 0.571 -2.333
H 1.940 -0.483 3.304
H -0.709 1.054 -0.940
H -1.335 2.065 0.601
H -1.299 0.957 -2.760
H 0.761 -1.594 -1.456
H 0.823 -1.427 2.232
H 1.750 1.290 1.482
H 2.444 -0.978 1.692
H -0.604 -2.885 -1.464


E: -666.9767 -558.4992 -323.5869 (Eh)